No. 1
ORCA calculation (wB97M-V/def2-TZVPD) on C11H13NS in the gas phase at a distorted geometry.

Each line ends with the Mulliken charge.
Element x y z (Å)
C: -0.461931 -3.416522 -0.250844  -1.05
C: -1.670956 -2.546706 0.128178  -0.48
S: -1.310904 -1.134934 1.141223  -0.04
C: -1.042520 0.587135 -0.197070  1.35
C: -1.280538 0.143071 -1.574472  -1.72
C: -2.072301 1.421915 0.264187  -0.03
N: -2.904495 2.183229 0.476958  -0.51
C: 0.333470 1.088029 0.198750  0.14
C: 0.502368 1.885711 1.301482  -0.44
C: 1.755917 2.404105 1.668074  -0.61
C: 2.909100 2.052065 0.989401  -0.47
C: 2.763484 1.226905 -0.093990  -0.64
C: 1.478045 0.680505 -0.418414  -0.26
H: 0.208730 -2.953153 -1.009374  0.24
H: -0.021439 -3.649603 0.623092  0.36
H: -0.720309 -4.304333 -0.791198  0.37
H: -2.309687 -3.101960 0.822034  0.38
H: -2.307932 -2.152104 -0.696899  0.37
H: -1.063604 -0.869273 -1.773354  0.30
H: -2.268326 0.249152 -1.858373  0.50
H: -0.758486 0.976315 -2.276052  0.38
H: -0.387820 2.414231 1.636799  0.30
H: 1.717978 3.114981 2.424039  0.44
H: 3.829646 2.483041 1.234250  0.44
H: 3.683061 1.124668 -0.649707  0.36
H: 1.399444 0.093534 -1.318717  0.34

Forces on atoms 1 to 6 (eV/Å):
C -1.49 1.79 -3.58
C -0.44 0.04 -0.82
S 0.64 2.38 -0.54
C 1.51 -2.67 2.47
C 2.03 2.81 -2.21
C -1.14 1.23 0.16

Values from the calculation:
* energy above the lowest of the compared OMol25 structures with the same formula, charge and spin: 35.2 kcal per mole
* total charge: 0
* E_HOMO: -0.3230 hartree
* SMILES: CCS[C@@](C)(C#N)c1ccccc1



No. 2
ORCA calculation (wB97M-V/def2-TZVPD) on a molecular structure, C36H63ClMoN4O5S3Si at a distorted geometry.

Each line ends with the Mulliken charge.
Element x y z (Å)
Mo: 0.119555 -0.884252 -0.109734  -0.66
C: 0.209022 -5.280774 -4.109598  -0.39
S: 1.655011 -4.205184 -4.303557  -0.07
C: 1.704671 -3.299288 -2.810062  0.01
S: 3.118472 -2.363332 -2.624213  -0.33
N: 0.649925 -3.329573 -2.018537  -1.33
N: 0.768558 -2.652680 -0.832981  1.12
C: 1.815606 -3.028898 -0.129488  -0.79
C: 2.061600 -2.473435 1.165332  0.36
C: 3.050429 -2.935888 2.026649  -0.84
C: 3.147179 -2.394503 3.293309  -0.82
C: 2.235927 -1.421321 3.678895  -1.09
C: 1.297014 -0.984783 2.764746  0.09
N: 1.222579 -1.476667 1.530721  0.89
H: 0.325327 -6.083245 -4.834318  0.40
H: 0.194767 -5.680770 -3.098848  0.20
H: -0.702632 -4.726216 -4.314506  -0.12
H: 2.386383 -3.885372 -0.457727  0.58
H: 3.719863 -3.713791 1.686625  0.55
H: 3.919432 -2.725768 3.973792  0.45
H: 2.270567 -0.989970 4.667808  0.51
H: 0.607640 -0.180593 2.985378  0.29
C: 0.659647 0.740396 -2.608394  -0.34
N: -0.421017 -0.251926 -2.430775  1.07
C: -0.406827 -1.118671 -3.622753  -1.23
C: -1.728358 0.435870 -2.460675  -1.87
C: -2.068671 1.045262 -1.142315  0.67
C: -2.940054 2.125669 -1.057515  -0.70
C: -3.348842 2.598650 0.178506  -1.29
C: -2.875507 1.983939 1.328648  -0.85
C: -1.978392 0.931056 1.231613  -0.11
C: -1.545273 0.443740 -0.000766  3.10
H: 0.587054 1.213031 -3.596015  0.63
H: 1.632678 0.251489 -2.529317  0.07
H: 0.586370 1.498773 -1.838412  -0.86
H: -0.728061 -0.543522 -4.499121  0.44
H: -1.089429 -1.953719 -3.482298  0.02
H: 0.592867 -1.484845 -3.823754  0.40
H: -2.494343 -0.311892 -2.683062  0.29
H: -1.734264 1.180572 -3.267260  0.48
H: -3.297999 2.593516 -1.967807  0.52
H: -4.025968 3.440387 0.248263  0.43
H: -3.193918 2.339298 2.300893  0.53
H: -1.582950 0.501422 2.146135  -0.05
Cl: -1.265706 -3.796650 1.073267  -0.21
C: -1.357917 -2.003875 1.144312  -0.76
H: -1.205338 -1.794735 2.205371  0.45
H: -2.394802 -1.774009 0.920448  0.54
C: 1.560057 1.968468 4.731287  -1.35
C: 0.872806 2.911516 3.740971  1.81
C: 1.728266 4.169259 3.591648  -1.47
C: -0.528227 3.273942 4.224813  -1.59
O: 0.701109 2.226917 2.500085  1.51
Si: 1.657877 2.021311 1.186188  -3.78
O: 0.899709 0.934432 0.282015  0.73
O: 2.004218 3.411159 0.408552  0.87
C: 1.252790 4.449416 -0.216045  1.72
C: 1.951775 5.766222 0.122787  -1.88
C: 1.286213 4.235524 -1.729236  -1.59
C: -0.195242 4.462429 0.267482  -1.20
O: 3.097607 1.439999 1.709457  0.55
C: 4.426684 1.543896 1.187617  1.79
C: 4.433361 1.602067 -0.339738  -1.43
C: 5.180574 0.300948 1.647547  -1.48
C: 5.060630 2.804744 1.774914  -1.64
H: 1.774824 2.483870 5.667421  0.53
H: 2.493527 1.620817 4.285879  0.03
H: 0.923338 1.107789 4.946070  0.31
H: 1.915252 4.611757 4.569881  0.61
H: 1.226119 4.905680 2.967265  0.23
H: 2.680892 3.911543 3.126654  0.16
H: -0.484334 3.813454 5.171846  0.42
H: -1.124070 2.369823 4.358909  0.27
H: -1.024682 3.898859 3.481789  0.25
H: 2.974695 5.754806 -0.256141  0.34
H: 1.985504 5.914592 1.201861  0.31
H: 1.418800 6.603513 -0.328821  0.44
H: 2.314145 4.092084 -2.064207  0.30
H: 0.859548 5.097746 -2.242165  0.50
H: 0.707866 3.350199 -1.989589  0.27
H: -0.235933 4.631710 1.342351  -0.03
H: -0.666789 3.498067 0.061640  0.17
H: -0.754735 5.251783 -0.234356  0.66
H: 3.916292 0.729305 -0.746490  0.18
H: 5.459593 1.611176 -0.707131  0.58
H: 3.921120 2.499464 -0.679235  0.12
H: 4.759162 -0.584046 1.169006  0.22
H: 5.091122 0.185782 2.728712  0.25
H: 6.235045 0.375359 1.380714  0.48
H: 4.491327 3.674764 1.444731  0.12
H: 6.095450 2.908771 1.446955  0.53
H: 5.033871 2.758864 2.865197  0.25
C: -3.913914 -4.721304 -4.297828  -1.04
C: -3.769016 -5.368939 -2.918487  -0.42
C: -2.754680 -4.691874 -1.999626  -0.23
S: -3.151797 -2.998661 -1.405356  0.73
O: -3.714690 -2.229088 -2.550529  -0.82
C: -4.584819 -3.472255 -0.324681  -1.08
C: -5.749656 -2.526653 -0.555036  -0.58
C: -5.500511 -1.147502 0.051766  -0.68
H: -4.646341 -5.270331 -4.891646  0.41
H: -2.965000 -4.726507 -4.837823  0.20
H: -4.242532 -3.692246 -4.201081  0.22
H: -3.462270 -6.411577 -3.041180  0.43
H: -4.752458 -5.382610 -2.440651  0.23
H: -1.786996 -4.578694 -2.486557  -0.59
H: -2.608867 -5.257176 -1.077930  0.52
H: -4.196092 -3.403124 0.693284  0.49
H: -4.860590 -4.506523 -0.520645  0.48
H: -6.654519 -2.967287 -0.130398  0.41
H: -5.901441 -2.423643 -1.631776  0.25
H: -5.331472 -1.223244 1.128115  0.27
H: -6.356488 -0.493146 -0.113324  0.46
H: -4.624869 -0.680312 -0.404550  -0.09

Forces on atoms 1 to 6 (eV/Å):
Mo -1.76 3.12 -0.61
C 0.14 0.34 0.02
S -0.04 -0.21 0.03
C 0.01 0.44 0.36
S 0.10 0.04 -0.06
N -0.44 -0.57 -0.48

Values from the calculation:
* multiplicity: 3
* <S²>: 2.04
* energy above the lowest of the compared OMol25 structures with the same formula, charge and spin: 46.6 kcal per mole
* total charge: 0
* E_HOMO (spin up / spin down): -0.2758 / -0.2825 hartree



No. 3
ORCA calculation (wB97M-V/def2-TZVPD) on a molecular structure, C32H81Li4N5O13 at a distorted geometry.

Each line ends with the Mulliken charge.
Element x y z (Å)
Li: 0.012473 -0.143682 3.500086  0.87
Li: 3.507648 -2.734960 -0.645296  1.03
Li: -0.383339 -3.317672 2.232250  0.82
Li: 1.758188 -1.758684 2.217149  0.59
O: 2.288230 -1.474909 0.286190  -0.66
C: 1.112068 -0.835425 -0.134472  0.03
C: -0.223892 -1.153593 0.483415  -0.23
O: -0.318097 -1.345586 1.896249  -0.97
H: 0.951676 -1.020374 -1.214423  0.07
H: 1.289613 0.255124 -0.193348  -0.08
H: -0.676131 -2.034196 -0.020864  0.36
H: -1.005691 -0.431524 0.215610  -0.15
C: -3.838222 -0.132731 -1.695301  -0.61
O: -4.771198 -1.118828 -2.019549  -0.26
C: -4.206449 -2.407126 -1.976559  -0.29
C: -5.190624 -3.430118 -2.519394  -0.50
N: -5.503008 -3.070165 -3.894690  -0.37
C: -6.178971 -4.222171 -4.567862  -0.69
C: -6.660662 -3.890630 -5.959082  -0.69
O: -7.988215 -4.254432 -6.111760  -0.31
C: -8.557810 -3.950290 -7.364572  -0.80
H: -3.292151 -0.393252 -0.772958  -0.14
H: -4.362415 0.813240 -1.570066  0.29
H: -3.085492 0.015028 -2.480671  0.37
H: -4.072656 -2.607056 -0.884585  0.24
H: -3.188473 -2.539584 -2.360531  0.42
H: -6.086452 -3.361961 -1.882204  0.05
H: -4.794943 -4.440965 -2.458042  0.47
H: -6.192008 -2.328648 -3.983176  0.25
H: -6.942723 -4.691824 -3.936636  0.35
H: -5.377904 -4.972035 -4.616157  0.45
H: -5.999971 -4.320502 -6.730117  0.46
H: -6.436380 -2.817423 -6.129610  0.38
H: -9.631522 -4.108446 -7.295805  0.25
H: -8.196731 -4.646631 -8.134573  0.32
H: -8.349526 -2.927063 -7.692444  0.33
C: 3.457178 3.610134 3.401180  -0.13
O: 2.234924 4.297560 3.474554  -0.44
C: 1.382573 3.961964 2.390022  -0.93
C: 1.052887 2.493371 2.258470  -1.25
N: 0.579770 1.820900 3.467255  0.37
C: -0.320530 2.620093 4.291626  -0.78
C: -0.939053 1.799247 5.443754  -0.88
O: -0.847955 0.398519 5.157893  -0.24
C: -0.839906 -0.460212 6.282684  -0.84
H: 3.299614 2.529635 3.552795  -0.20
H: 4.079884 3.873096 4.258397  0.52
H: 4.019317 3.808874 2.487401  0.08
H: 1.765752 4.418461 1.468089  0.48
H: 0.479550 4.556058 2.563696  0.40
H: 1.854581 1.971263 1.738366  0.51
H: 0.194519 2.534447 1.571999  0.21
H: 1.409835 1.471003 3.941007  0.57
H: -1.063376 3.166636 3.718030  0.60
H: 0.278504 3.400280 4.774416  0.33
H: -2.002564 2.040091 5.490605  0.32
H: -0.447244 2.040573 6.385851  0.51
H: 0.001757 -0.216782 6.937816  0.37
H: -0.722262 -1.484454 5.925386  0.18
H: -1.762832 -0.413350 6.862706  0.30
C: 8.141958 7.217027 -1.564322  -0.79
O: 7.517606 6.132823 -0.902473  -0.36
C: 6.611952 6.508413 0.106630  -0.69
C: 6.041021 5.239695 0.753506  -0.22
N: 7.114672 4.254323 0.921812  -0.35
C: 6.732131 2.858591 0.895585  -1.04
C: 5.768870 2.379246 -0.185506  -0.05
O: 4.421507 2.613858 0.144776  0.25
C: 3.490373 2.068788 -0.769660  -0.76
H: 9.216957 7.031778 -1.590815  0.27
H: 8.045301 8.140753 -0.983140  0.35
H: 7.737659 7.371259 -2.563461  0.25
H: 5.767023 7.043578 -0.344032  0.34
H: 7.100623 7.137203 0.859664  0.46
H: 5.351816 4.841120 -0.000294  0.14
H: 5.521576 5.505342 1.672695  0.26
H: 7.780074 4.456396 0.186131  0.37
H: 6.385446 2.539112 1.882417  0.14
H: 7.654162 2.334325 0.624505  0.45
H: 5.937567 1.295911 -0.323477  -0.05
H: 6.000904 2.844661 -1.156704  0.44
H: 3.612749 2.583667 -1.734244  0.38
H: 2.478020 2.336633 -0.465975  0.18
H: 3.623681 0.984163 -0.856063  0.07
C: 4.866448 -0.132159 3.308152  -0.24
O: 5.427696 -0.681836 2.153569  -0.12
C: 5.566975 -2.057192 2.196364  -0.48
C: 6.160641 -2.531553 0.881799  -0.84
N: 5.420157 -1.970650 -0.235515  0.43
C: 5.974808 -2.084733 -1.579767  -0.84
C: 4.925555 -1.721227 -2.608702  -0.41
O: 3.820996 -2.662860 -2.561415  -0.43
C: 2.745724 -2.150210 -3.333717  -0.68
H: 5.397681 -0.474859 4.198570  0.43
H: 3.776007 -0.330406 3.390811  -0.07
H: 4.927980 0.952457 3.224591  -0.12
H: 4.607745 -2.576704 2.387403  0.14
H: 6.229618 -2.397065 3.003883  0.43
H: 6.000959 -3.619409 0.888372  0.31
H: 7.246960 -2.401250 0.830049  0.38
H: 5.150808 -1.033575 0.052297  -0.12
H: 6.285871 -3.118662 -1.748583  0.43
H: 6.869665 -1.459691 -1.678623  0.39
H: 5.427775 -1.861320 -3.570038  0.41
H: 4.514526 -0.721499 -2.451455  0.37
H: 2.203283 -1.351836 -2.807895  0.11
H: 2.004549 -2.942684 -3.421180  0.32
H: 3.093304 -1.742741 -4.280706  0.38
C: -8.883738 -2.461683 -3.135473  -0.78
O: -8.552513 -1.349059 -2.349953  -0.37
C: -8.796783 -1.590281 -0.963429  -0.20
C: -8.469031 -0.317875 -0.222485  -1.02
N: -7.043343 -0.093847 -0.053488  -0.28
C: -6.479904 -0.841844 1.059291  -0.85
C: -5.009613 -0.514699 1.204724  1.12
O: -4.884133 0.751815 1.815706  -0.44
C: -3.544362 1.085875 2.014051  -0.43
H: -9.971466 -2.611474 -3.130318  0.46
H: -8.395336 -3.407034 -2.874156  0.31
H: -8.610158 -2.227110 -4.165054  0.13
H: -8.061534 -2.361402 -0.684728  0.12
H: -9.819179 -1.949778 -0.810877  0.49
H: -8.974018 -0.380465 0.747341  0.45
H: -8.950514 0.530675 -0.714281  0.36
H: -6.592163 -0.329204 -0.933418  0.21
H: -6.620268 -1.917776 0.881044  0.36
H: -6.985737 -0.517098 1.968431  0.48
H: -4.566300 -0.469900 0.200682  -0.97
H: -4.542485 -1.303675 1.813773  0.31
H: -3.067172 0.512945 2.826041  0.26
H: -3.479494 2.158093 2.188912  0.27
H: -2.928937 0.838136 1.132207  0.08
O: 3.455725 -4.549320 0.346190  -0.46
H: 3.806798 -5.398948 0.635258  0.27
H: 2.713115 -4.370380 0.927994  0.17

Forces on atoms 1 to 6 (eV/Å):
Li -1.21 0.54 -0.59
Li -0.06 0.26 0.33
Li -0.88 0.95 -0.53
Li 0.47 0.87 -1.65
O -0.88 -1.24 1.70
C 0.87 1.08 -1.77

Values from the calculation:
* energy above the lowest of the compared OMol25 structures with the same formula, charge and spin: 0.0 kcal per mole
* total charge: +2
* E_HOMO: -0.4207 hartree



No. 4
ORCA calculation (wB97M-V/def2-TZVPD) on a molecular structure, C4H10N2OS at a distorted geometry.

Each line ends with the Mulliken charge.
Element x y z (Å)
C: -1.576934 1.377098 -0.813386  -0.70
C: -0.355804 -0.597178 -0.228783  0.18
C: 1.073244 0.052984 -0.197595  -0.15
C: 1.313132 0.576281 1.236318  -0.90
H: -2.752342 1.828597 -0.421347  0.26
H: -1.328614 1.100240 -2.049379  0.29
H: -0.487609 2.090357 -0.393877  0.16
H: -0.311048 -2.463877 1.154880  0.26
H: -2.256873 -1.255092 -0.139285  0.52
H: 0.851832 0.701814 -1.179463  0.32
H: 2.369790 0.819076 1.424393  0.35
H: 0.660546 1.443014 1.776206  0.24
H: 1.153777 -0.345694 1.915516  0.27
H: 3.444737 -0.085947 -0.974009  0.17
N: -1.489649 -0.032831 -0.439785  -0.43
N: -0.642801 -1.899055 0.231014  -0.15
O: -2.002964 -2.200272 -0.094269  -0.49
S: 2.337572 -1.109516 -0.807154  -0.19

Forces on atoms 1 to 6 (eV/Å):
C 1.39 0.32 -1.68
C -0.63 -1.18 2.73
C -2.78 0.57 -2.36
C -0.54 0.11 2.37
H 4.04 -1.19 -1.69
H -1.44 2.38 2.97

Values from the calculation:
* energy above the lowest of the compared OMol25 structures with the same formula, charge and spin: 172.2 kcal per mole
* total charge: 0
* E_HOMO: -0.3090 hartree



No. 5
ORCA calculation (wB97M-V/def2-TZVPD) on C2H5FN2O in the gas phase at a distorted geometry.

Each line ends with the Mulliken charge.
Element x y z (Å)
H: 1.642080 1.714784 -0.734452  0.24
N: 0.673642 1.615627 -0.417336  -0.56
C: 0.296118 0.407418 -0.284770  0.38
C: -1.232979 0.459357 -0.224993  -0.11
F: -1.654934 -0.896841 -0.456359  -0.31
N: 0.993804 -0.908773 -0.117654  -0.27
O: 0.677038 -1.392420 1.166152  -0.42
H: -1.753504 1.061551 -1.101922  0.22
H: -1.604425 0.624848 0.743451  0.17
H: 1.937098 -0.541548 0.324319  0.34
H: 0.026064 -2.144002 1.103564  0.33

Forces on atoms 1 to 6 (eV/Å):
H 0.28 0.07 0.85
N 1.42 -1.17 -1.35
C -1.72 1.12 0.63
C -0.65 -2.57 -2.74
F -0.23 0.32 -0.04
N 2.83 3.46 0.91

Values from the calculation:
* energy above the lowest of the compared OMol25 structures with the same formula, charge and spin: 71.2 kcal per mole
* total charge: 0
* E_HOMO: -0.3604 hartree
* SMILES: [H]/N=C(/CF)NO



no.,DFT total energy (eV)
1,-23940.92070
2,-109317.90704
3,-69369.37776
4,-20166.45447
5,-9896.71071